No. 1
Density functional theory data (ωB97M-V/def2-TZVPD) for C32H60N2OP3Pt as an isolated structure in a non-equilibrium geometry.

Each line ends with the Mulliken charge.
Atoms and positions in Å:
C: 1.51707 2.46993 -0.93832  -0.42
C: 2.11153 1.96067 1.28271  -0.36
C: 2.14271 3.71733 -0.85987  -0.86
C: 2.88099 3.15539 1.34385  -1.04
C: 2.88097 4.03720 0.28126  -0.82
H: 2.07973 4.36695 -1.72443  0.55
H: 3.41234 3.34833 2.27479  0.51
H: 3.44650 4.96697 0.30876  0.43
N: 1.49923 1.63143 0.10222  0.65
P: 0.88737 0.18335 -2.43844  -0.79
P: 0.65664 -0.08088 2.51604  0.29
C: 0.84831 2.02227 -2.23455  -1.17
H: -0.19467 2.37281 -2.23057  0.60
H: 1.33846 2.52833 -3.07765  0.45
C: 1.91896 1.15113 2.42690  -1.17
H: 2.52561 1.42246 3.29473  0.10
C: -0.79706 0.93055 3.33753  2.40
C: 1.38980 -1.37153 3.79786  2.05
C: -0.54305 -0.23229 -3.66230  3.25
C: 2.62385 -0.01330 -3.22117  2.19
C: -2.11791 0.17320 3.13553  -1.03
H: -2.06827 -0.87288 3.47665  0.21
H: -2.92179 0.66845 3.71203  0.58
H: -2.39987 0.17641 2.07150  -0.36
C: -0.50505 1.13194 4.82637  -1.90
H: -0.47940 0.18910 5.38897  0.34
H: 0.43828 1.67670 4.97585  0.34
H: -1.31618 1.74726 5.25156  0.53
C: -0.91539 2.31179 2.68504  -1.63
H: -1.75075 2.86144 3.15062  0.60
H: -0.00669 2.90778 2.83260  0.35
H: -1.11688 2.23423 1.61134  -0.02
C: 0.27634 -2.26963 4.36781  -1.47
H: -0.22864 -2.85671 3.58855  0.19
H: 0.74461 -2.99087 5.06006  0.55
H: -0.48462 -1.71999 4.93759  0.18
C: 2.41550 -2.27437 3.10123  -2.28
H: 1.96651 -2.86632 2.29609  0.23
H: 3.26234 -1.70254 2.70511  0.28
H: 2.81973 -2.98711 3.84107  0.63
C: 2.15034 -0.67589 4.93112  -1.86
H: 1.52386 -0.03867 5.55765  0.26
H: 2.56531 -1.46385 5.57856  0.55
H: 2.98802 -0.08809 4.54348  0.38
C: 2.88816 -1.52448 -3.34656  -1.56
H: 3.85258 -1.66941 -3.85823  0.56
H: 2.95715 -2.00806 -2.36194  0.13
H: 2.11859 -2.04755 -3.93398  0.19
C: 3.72016 0.63251 -2.35292  -1.70
H: 3.71354 1.72663 -2.44321  0.36
H: 3.65813 0.36321 -1.29737  0.16
H: 4.69804 0.28450 -2.72315  0.63
C: 2.72321 0.68029 -4.59304  -1.66
H: 3.79052 0.76793 -4.85251  0.51
H: 2.24782 0.11179 -5.39684  0.43
H: 2.31003 1.69771 -4.57951  0.19
C: -1.56206 0.90997 -3.66796  -1.58
H: -1.15150 1.83037 -4.10342  0.36
H: -2.42971 0.60473 -4.27473  0.61
H: -1.92330 1.11123 -2.65118  -0.24
C: -1.24845 -1.49148 -3.16104  -1.97
H: -1.64881 -1.34169 -2.15076  -0.22
H: -2.09264 -1.75233 -3.82067  0.66
H: -0.55348 -2.33933 -3.15682  0.35
C: -0.09641 -0.52979 -5.09655  -2.12
H: 0.29822 0.36336 -5.59463  0.44
H: 0.63137 -1.35245 -5.14872  0.28
H: -0.98754 -0.85787 -5.65802  0.55
Pt: 0.50686 -0.46367 -0.12168  3.61
C: 2.22721 -1.18316 0.06660  0.21
O: 3.31925 -1.56474 0.18711  -0.53
N: -1.40747 0.44324 -0.26421  0.85
C: -2.40952 1.04356 -0.24278  -1.62
C: -3.79989 1.61860 -0.24142  2.03
C: -3.87600 2.75923 0.77184  -1.56
C: -4.15874 2.16842 -1.62219  -1.82
C: -4.78614 0.51217 0.13217  -1.54
H: -3.70060 2.38205 1.78870  0.20
H: -3.12190 3.52102 0.53278  0.38
H: -4.86790 3.23459 0.74440  0.50
H: -4.21445 1.35179 -2.35169  0.37
H: -5.13997 2.66498 -1.59537  0.49
H: -3.41179 2.90456 -1.94530  0.37
H: -5.81750 0.89140 0.10550  0.41
H: -4.70519 -0.31586 -0.58479  0.34
H: -4.57755 0.13694 1.14275  0.35
C: -1.60691 -3.91036 -1.31940  -1.49
P: -0.42139 -2.88018 -0.33048  0.99
C: -1.38077 -2.91579 1.22006  -0.97
C: 0.87578 -4.14129 -0.05032  -1.23
H: -2.54146 -3.35774 -1.45043  0.36
H: -1.83856 -4.87544 -0.83354  0.49
H: -1.19862 -4.14006 -2.30600  0.47
H: -1.41502 -3.92683 1.64780  0.66
H: -0.88437 -2.22798 1.91384  -0.56
H: -2.39847 -2.53633 1.04979  0.35
H: 0.38996 -5.10284 0.17895  0.48
H: 1.53415 -3.86598 0.78177  0.24
H: 1.44864 -4.23258 -0.98644  0.33

Properties
- HOMO (alpha / beta): -8.38 / -8.57 eV
- Charge: +1
- 2S+1: 3
- Orbital gap (alpha / beta): 6.5158 / 5.6570 eV
- Expectation value of S²: 2.02


No. 2
Density functional theory data (ωB97M-V/def2-TZVPD) for C32H61BMnN7P2 as an isolated structure.

Each line ends with the Mulliken charge.
Atoms and positions in Å:
Mn: 0.33556 0.71589 -0.62503  0.26
C: -3.19977 -4.35238 0.31590  -1.76
C: -2.14576 -3.56548 -0.46855  1.81
C: -0.74335 -3.94998 0.03078  -1.74
C: -2.24300 -3.94400 -1.94912  -1.71
P: -2.15372 -1.66583 -0.31255  0.67
C: -2.09134 -1.49848 1.56299  -0.89
N: -0.75797 -1.14883 2.03785  0.96
B: 0.17924 -0.24641 1.42495  1.67
N: 1.36598 -0.35122 2.23854  0.68
C: 2.62229 0.30440 1.94363  -1.66
P: 2.83702 0.30867 0.08672  0.46
C: 3.78735 -1.29492 -0.21607  2.27
C: 5.24149 -1.27661 0.24423  -1.80
C: 3.02713 -2.40300 0.52855  -2.22
C: 3.70506 -1.60076 -1.71827  -1.75
C: 3.95264 1.80935 -0.19397  2.11
C: 5.12618 1.96291 0.77373  -1.78
C: 3.02105 3.02468 -0.04029  -1.73
C: 4.44730 1.76030 -1.64203  -1.86
C: 1.16070 -1.27023 3.25690  0.33
C: 1.99710 -1.73872 4.25771  -0.64
C: 1.51027 -2.70749 5.12804  -0.89
C: 0.21582 -3.19596 5.00559  -0.84
C: -0.63095 -2.73175 4.00449  -0.68
C: -0.15235 -1.77090 3.12783  0.63
C: -3.87510 -0.98623 -0.73815  2.30
C: -3.93670 0.43772 -0.16530  -2.39
C: -5.05443 -1.79978 -0.21460  -1.77
C: -3.93159 -0.86514 -2.26629  -1.77
H: -2.84679 -5.37829 0.45040  0.47
H: -3.39508 -3.94783 1.30798  0.24
H: -4.14784 -4.39878 -0.21595  0.41
H: -0.54538 -4.99902 -0.20222  0.65
H: 0.02107 -3.34263 -0.46022  0.07
H: -0.63466 -3.82120 1.10892  0.31
H: -2.04667 -5.01187 -2.07371  0.50
H: -3.23574 -3.74168 -2.35171  0.37
H: -1.50429 -3.39735 -2.54178  0.11
H: -2.82186 -0.74416 1.86422  0.12
H: -2.38649 -2.43274 2.03332  -0.05
H: 2.60981 1.34563 2.27860  0.35
H: 3.46151 -0.19772 2.42614  0.37
H: 5.33583 -0.96588 1.28590  0.33
H: 5.64575 -2.28891 0.16242  0.47
H: 5.85750 -0.62308 -0.37313  0.31
H: 3.13752 -2.32942 1.60918  0.28
H: 1.96061 -2.37283 0.29360  0.24
H: 3.42274 -3.37490 0.22417  0.74
H: 4.32286 -0.92494 -2.31036  0.29
H: 4.04538 -2.62111 -1.91003  0.55
H: 2.67191 -1.51563 -2.06400  0.20
H: 4.81529 1.84321 1.81226  0.27
H: 5.92404 1.25264 0.56760  0.33
H: 5.54180 2.96844 0.66677  0.55
H: 2.78472 3.22163 1.00647  0.34
H: 3.50248 3.91625 -0.44934  0.64
H: 2.07886 2.87811 -0.57317  0.09
H: 5.15075 0.94229 -1.79840  0.26
H: 3.60853 1.63212 -2.33336  0.28
H: 4.95912 2.69166 -1.89608  0.54
H: 3.00601 -1.36037 4.37245  0.47
H: 2.15159 -3.08357 5.91431  0.41
H: -0.14201 -3.94256 5.70203  0.41
H: -1.63911 -3.11950 3.92385  0.45
H: -4.15195 0.43977 0.90424  0.35
H: -2.99060 0.95873 -0.33166  0.23
H: -4.72606 1.00390 -0.66734  0.69
H: -4.93525 -2.04050 0.84316  0.28
H: -5.98099 -1.22787 -0.32359  0.52
H: -5.17920 -2.72721 -0.77146  0.30
H: -3.13357 -0.20864 -2.61983  0.21
H: -3.82783 -1.82928 -2.76360  0.31
H: -4.88839 -0.43375 -2.57288  0.54
N: 0.70080 -0.62779 -4.75874  -0.07
C: 0.97836 0.69491 -4.99532  -0.72
C: 0.83659 1.31895 -3.79578  -0.74
N: 0.47392 0.39582 -2.83911  0.49
C: 0.40403 -0.76536 -3.45453  -0.97
H: 0.70265 -1.36536 -5.44242  0.23
H: 1.24030 1.08211 -5.96353  0.42
H: 0.97219 2.36387 -3.57480  0.40
H: 0.15379 -1.69998 -2.97932  0.53
C: -1.83465 5.74919 -0.93560  -1.16
N: -1.67294 4.30005 -0.99976  0.10
C: -0.97994 3.85552 -2.19409  -0.73
C: -1.45710 3.59046 0.15742  0.53
N: -0.54250 2.66797 0.21529  0.01
N: -2.26842 3.91013 1.21360  0.06
C: -1.99253 3.31825 2.50946  -1.17
C: -3.67146 4.24815 1.00390  -1.27
H: -0.89127 6.24217 -1.19241  0.37
H: -2.11980 6.06434 0.06275  0.38
H: -2.59582 6.07415 -1.64606  0.34
H: -1.47875 4.28047 -3.06463  0.40
H: -1.02920 2.77108 -2.25258  -0.11
H: 0.07092 4.17137 -2.19382  0.31
H: -0.57434 2.19061 1.10908  -0.95
H: -2.27170 2.25778 2.55334  0.31
H: -2.56559 3.85620 3.26202  0.36
H: -0.93674 3.41842 2.76013  0.39
H: -3.87024 4.43293 -0.04651  0.43
H: -3.94493 5.13354 1.58035  0.32
H: -4.30764 3.41908 1.32923  0.41

Properties
- HOMO (alpha / beta): -8.76 / -9.56 eV
- Charge: +1
- 2S+1: 6
- Orbital gap (alpha / beta): 7.0023 / 7.7928 eV
- Expectation value of S²: 8.76


Calculated energy (a.u.), listed in the same order as above: -2583.206471; -3497.689727